1.
{"formula": "C10H24Cl8FN2O3PS", "method": "ωB97M-V/def2-TZVPD", "species": ["C", "C", "P", "C", "N", "C", "C", "O", "C", "N", "S", "O", "O", "F", "H", "H", "H", "H", "H", "H", "H", "H", "H", "H", "H", "H", "H", "H", "H", "H", "Cl", "C", "Cl", "H", "H", "Cl", "C", "Cl", "H", "H", "Cl", "C", "Cl", "H", "H", "Cl", "C", "Cl", "H", "H"], "coordinates": [[1.28, -1.96, -1.23], [-0.04, -2.28, -0.50], [-1.58, -2.42, -1.53], [-0.94, -2.49, -3.24], [-2.43, -0.83, -1.57], [-3.83, -0.90, -1.07], [-4.70, -1.97, -1.76], [-4.28, -2.23, -3.08], [-4.94, -3.28, -0.99], [-4.13, -4.42, -1.44], [-1.66, 0.46, -0.96], [-0.29, 0.45, -1.33], [-2.43, 1.65, -1.13], [-1.71, 0.16, 0.59], [1.14, -1.31, -2.08], [1.80, -2.87, -1.51], [1.93, -1.42, -0.54], [0.06, -3.28, -0.07], [-0.17, -1.62, 0.34], [-0.83, -1.47, -3.62], [-0.01, -3.04, -3.29], [-1.73, -2.97, -3.82], [-3.87, -0.99, 0.02], [-4.27, 0.07, -1.31], [-5.69, -1.50, -1.79], [-4.76, -1.66, -3.68], [-4.84, -3.08, 0.08], [-5.98, -3.56, -1.17], [-3.30, -4.49, -0.86], [-4.65, -5.27, -1.26], [3.88, -0.33, 1.93], [3.76, 0.97, 0.74], [5.09, 0.92, -0.42], [2.82, 0.85, 0.20], [3.78, 1.92, 1.26], [9.75, 2.74, -1.14], [8.42, 2.69, 0.03], [9.00, 2.52, 1.69], [7.86, 3.61, -0.05], [7.80, 1.84, -0.20], [2.25, 3.20, 4.04], [2.18, 4.54, 2.89], [3.57, 4.52, 1.79], [1.28, 4.44, 2.30], [2.18, 5.47, 3.44], [-2.37, 3.71, 6.42], [-1.32, 3.60, 5.00], [-0.89, 5.19, 4.37], [-0.40, 3.09, 5.29], [-1.83, 3.05, 4.23]], "smiles": "CCP(C)N(C[C@@H](O)CN)S(=O)(=O)F.ClCCl.ClCCl.ClCCl.ClCCl", "fmax_ha_per_bohr": 0.028, "spin_multiplicity": 1, "charge": 0, "gap_ev": 9.115}



2.
{"formula": "C27H60N3O4S2Si2", "method": "ωB97M-V/def2-TZVPD", "species": ["S", "Si", "O", "Si", "S", "H", "H", "H", "H", "H", "H", "C", "C", "C", "C", "C", "C", "N", "O", "C", "C", "C", "H", "H", "H", "H", "H", "H", "H", "H", "H", "H", "H", "H", "H", "H", "H", "H", "H", "H", "C", "C", "C", "C", "C", "C", "N", "O", "C", "C", "C", "H", "H", "H", "H", "H", "H", "H", "H", "H", "H", "H", "H", "H", "H", "H", "H", "H", "H", "C", "C", "C", "C", "C", "C", "N", "O", "C", "C", "C", "H", "H", "H", "H", "H", "H", "H", "H", "H", "H", "H", "H", "H", "H", "H", "H", "H", "H"], "coordinates": [[2.56, 0.20, -6.29], [1.19, 1.73, -5.72], [0.01, 2.05, -6.82], [-1.38, 1.19, -6.98], [-1.14, -0.91, -7.16], [2.49, 0.21, -7.62], [1.93, 2.98, -5.50], [0.62, 1.24, -4.46], [-2.28, 1.51, -5.85], [-2.02, 1.58, -8.25], [-0.40, -1.14, -6.08], [-0.90, 2.48, 0.97], [-0.85, 1.72, -0.36], [-1.89, 0.60, -0.39], [-1.53, -0.58, 0.50], [-0.15, -1.13, 0.14], [0.95, -0.06, 0.18], [0.50, 1.13, -0.63], [0.75, 1.01, -1.88], [1.29, 0.31, 1.63], [2.22, -0.60, -0.46], [-1.15, 2.73, -1.46], [-1.90, 2.87, 1.13], [-0.67, 1.87, 1.83], [-0.20, 3.32, 0.96], [-2.00, 0.25, -1.42], [-2.86, 1.03, -0.10], [-1.57, -0.29, 1.56], [-2.28, -1.37, 0.38], [0.14, -1.94, 0.82], [-0.20, -1.55, -0.87], [1.83, 1.26, 1.67], [1.93, -0.46, 2.05], [0.42, 0.38, 2.27], [2.04, -0.98, -1.47], [2.58, -1.43, 0.15], [2.99, 0.17, -0.51], [-0.37, 3.48, -1.52], [-2.09, 3.23, -1.21], [-1.25, 2.26, -2.43], [5.70, -4.46, -4.27], [4.38, -3.95, -3.66], [4.55, -2.54, -3.08], [5.37, -2.51, -1.79], [4.76, -3.45, -0.75], [4.59, -4.89, -1.25], [3.88, -4.86, -2.58], [2.61, -4.83, -2.45], [5.96, -5.59, -1.35], [3.74, -5.69, -0.29], [3.36, -3.93, -4.78], [6.01, -3.76, -5.04], [6.52, -4.54, -3.56], [5.55, -5.43, -4.73], [3.55, -2.13, -2.88], [5.00, -1.91, -3.85], [6.41, -2.77, -1.99], [5.38, -1.49, -1.40], [5.38, -3.47, 0.15], [3.78, -3.07, -0.46], [5.90, -6.48, -1.97], [6.26, -5.90, -0.35], [6.75, -4.95, -1.73], [2.78, -5.21, -0.10], [4.27, -5.77, 0.66], [3.55, -6.69, -0.67], [3.14, -4.93, -5.14], [3.75, -3.34, -5.60], [2.42, -3.47, -4.46], [-5.19, 5.06, 5.61], [-5.18, 4.24, 4.31], [-6.31, 3.21, 4.29], [-6.07, 2.03, 5.23], [-4.74, 1.36, 4.92], [-3.56, 2.34, 4.96], [-3.88, 3.52, 4.10], [-3.64, 3.31, 2.85], [-3.23, 2.73, 6.41], [-2.31, 1.68, 4.39], [-5.36, 5.23, 3.17], [-6.15, 5.55, 5.70], [-5.04, 4.47, 6.51], [-4.41, 5.82, 5.58], [-6.42, 2.84, 3.27], [-7.25, 3.72, 4.54], [-6.11, 2.36, 6.27], [-6.88, 1.30, 5.11], [-4.54, 0.56, 5.63], [-4.78, 0.91, 3.93], [-2.62, 3.63, 6.44], [-2.67, 1.92, 6.88], [-4.12, 2.89, 7.02], [-2.46, 1.29, 3.39], [-2.04, 0.84, 5.04], [-1.47, 2.37, 4.37], [-4.51, 5.91, 3.10], [-6.26, 5.82, 3.37], [-5.48, 4.74, 2.21]], "fmax_ha_per_bohr": 0.019, "s_squared": 3.76, "spin_multiplicity": 4, "charge": 0, "gap_ev": [8.618, 9.507]}



3.
{"formula": "C6H5NO", "method": "ωB97M-V/def2-TZVPD", "species": ["C", "C", "C", "C", "O", "C", "C", "N", "H", "H", "H", "H", "H"], "coordinates": [[0.44, 2.18, 0.15], [0.68, 0.81, 0.02], [1.60, -0.05, -0.61], [1.19, -1.33, -0.28], [0.17, -1.40, 0.64], [-0.33, -0.06, 0.74], [-1.58, -0.14, -0.08], [-2.53, -0.15, -0.73], [1.26, 2.95, -0.14], [-0.47, 2.69, 0.57], [2.40, 0.27, -1.29], [1.84, -2.23, -0.53], [-0.68, 0.14, 1.78]], "smiles": "C=C1C=CO[C@@H]1C#N", "de_lowest_ev": 1.518, "fmax_ha_per_bohr": 0.113, "spin_multiplicity": 1, "charge": 0, "gap_ev": 8.660}



4.
{"formula": "C6H11NO2P", "method": "ωB97M-V/def2-TZVPD", "species": ["C", "C", "C", "C", "C", "C", "N", "O", "O", "P", "H", "H", "H", "H", "H", "H", "H", "H", "H", "H", "H"], "coordinates": [[2.47, -1.05, 0.96], [2.01, 1.40, 0.36], [1.97, 0.20, 1.29], [-0.34, -2.34, -1.05], [-1.60, 1.57, 1.43], [-1.04, -1.03, -1.60], [2.91, -2.02, 0.57], [0.75, 1.51, -0.25], [-1.18, -0.18, -0.51], [-0.35, 0.59, 0.53], [2.12, 2.35, 0.87], [2.70, 1.31, -0.41], [1.92, 0.40, 2.31], [-0.63, -3.25, -1.54], [0.69, -2.28, -0.85], [-0.79, -2.41, -0.04], [-1.82, 1.22, 2.52], [-2.52, 1.28, 0.87], [-1.35, 2.62, 1.47], [-2.11, -1.24, -1.94], [-0.58, -0.65, -2.48]], "de_lowest_ev": 1.476, "fmax_ha_per_bohr": 0.079, "spin_multiplicity": 1, "charge": 1, "gap_ev": [7.882, 7.879]}



5.
{"formula": "C3H7N2O2", "method": "ωB97M-V/def2-TZVPD", "species": ["C", "C", "C", "N", "N", "O", "O", "H", "H", "H", "H", "H", "H", "H"], "coordinates": [[-2.42, -0.09, -0.03], [0.04, 0.56, 0.69], [0.95, -0.66, 0.66], [-1.18, -0.15, 0.12], [0.44, 1.45, -0.40], [-3.53, -0.01, -0.26], [0.78, -1.31, -0.56], [0.60, -1.37, 1.52], [2.05, -0.39, 0.66], [-0.52, -0.91, -0.41], [-0.12, 2.26, -0.23], [0.57, 1.01, -1.33], [1.32, 1.89, 0.00], [1.00, -2.28, -0.43]], "de_lowest_ev": 4.066, "fmax_ha_per_bohr": 0.072, "spin_multiplicity": 1, "charge": 1, "gap_ev": 9.165}



6.
{"formula": "C4H5NO2S", "method": "ωB97M-V/def2-TZVPD", "species": ["C", "C", "C", "C", "N", "O", "O", "S", "H", "H", "H", "H", "H"], "coordinates": [[-0.11, -0.03, 0.97], [-0.17, -0.43, -0.50], [-0.51, 1.14, 1.50], [0.19, 0.32, -1.53], [-1.31, 2.14, 0.82], [-1.23, 3.25, 1.31], [-3.00, 2.44, -1.17], [-2.32, 1.46, -0.33], [0.57, -0.65, 1.50], [-0.61, -1.44, -0.40], [-0.24, 1.62, 2.41], [0.64, 1.32, -1.17], [0.24, -0.13, -2.54]], "de_lowest_ev": 6.384, "fmax_ha_per_bohr": 0.060, "spin_multiplicity": 1, "charge": 0, "gap_ev": [7.886, 7.633]}